[1]
{"formula": "C12H16O2", "method": "ωB97M-V with the def2-TZVPD basis set", "symbols": ["C", "C", "C", "C", "C", "C", "C", "C", "O", "C", "C", "O", "C", "C", "H", "H", "H", "H", "H", "H", "H", "H", "H", "H", "H", "H", "H", "H", "H", "H"], "positions_angstrom": [[1.9994, -0.2060, 2.0403], [0.9658, 0.5433, 2.4790], [0.1565, 1.5575, 1.7852], [0.2240, 1.3484, 0.2342], [1.2050, 2.1170, -0.4553], [1.2968, 1.8911, -1.7684], [0.8057, 0.7284, -2.4228], [0.1097, -0.1876, -1.6703], [-0.1211, -1.4066, -2.0732], [0.7940, -2.3470, -2.7593], [-0.3567, 0.2677, -0.4282], [-1.0448, -0.6078, 0.2512], [-2.4840, -0.8146, 0.2302], [-2.7437, -0.8171, 1.7240], [2.3828, -0.9159, 2.7752], [2.3195, 0.0334, 1.0764], [0.8884, 0.6381, 3.6261], [0.4682, 2.6530, 1.9622], [-0.9494, 1.5717, 2.1058], [1.9060, 2.8705, 0.0319], [1.9920, 2.4290, -2.2595], [1.0169, 0.6387, -3.5392], [0.1393, -3.1246, -2.9088], [1.5577, -2.6212, -2.0347], [1.1773, -1.9612, -3.6707], [-2.9690, 0.0159, -0.2447], [-2.4413, -1.7505, -0.2786], [-3.7497, -0.7696, 2.0802], [-2.3285, -1.7607, 1.9813], [-2.2168, -0.0130, 2.1302]], "forces_ev_per_a": [[-2.339, 1.011, 2.005], [1.488, 0.131, 3.094], [-2.020, 1.639, -2.095], [1.381, 1.034, 0.905], [-0.900, 0.431, 2.286], [-0.523, -2.615, -1.146], [0.709, 1.520, -1.144], [1.410, 2.349, -1.036], [-1.282, -2.773, -0.694], [-0.118, 2.720, 2.256], [1.186, 0.529, -0.079], [-0.843, -1.355, 2.040], [1.814, 1.196, 0.770], [-0.959, -1.461, -1.227], [0.589, 0.306, -0.703], [0.789, -0.758, -1.624], [-0.471, -0.790, -1.664], [-0.108, -1.704, 0.016], [1.683, -0.331, -0.208], [-1.410, -0.976, -0.468], [2.019, 1.968, -2.052], [-0.180, -0.306, 1.753], [-1.129, -2.003, -0.618], [0.258, 0.008, -0.211], [0.423, 0.438, -0.725], [-0.337, 0.167, -0.798], [-1.571, -0.708, -0.396], [-0.913, -0.085, -0.170], [0.478, -0.610, 1.182], [0.875, 1.028, 0.752]], "relative_energy_kcal_mol": 94.8, "e_tot_ha": -617.17936, "homo_lumo_gap_ha": 0.329, "e_homo_ev": -8.0748, "largest_force_ev_per_a": 3.5, "lumo_ev": 0.887}



[2]
{"formula": "C12H16P2", "method": "ωB97M-V with the def2-TZVPD basis set", "symbols": ["C", "P", "C", "P", "C", "C", "C", "C", "C", "C", "C", "C", "C", "C", "H", "H", "H", "H", "H", "H", "H", "H", "H", "H", "H", "H", "H", "H", "H", "H"], "positions_angstrom": [[-2.4700, 0.2434, -1.2071], [-1.1695, 0.3513, -2.2753], [0.0994, 0.4377, -0.8014], [1.7771, 0.0621, -1.7613], [2.7590, -0.6487, -0.6073], [-0.2442, -0.8415, 0.0629], [-0.6991, -0.7641, 1.3399], [-1.2654, -1.7986, 2.0581], [-1.2000, -3.0664, 1.5057], [-0.6409, -3.1995, 0.2168], [-0.2639, -2.0979, -0.5564], [0.0361, 1.8122, -0.0735], [1.3603, 1.9528, 0.7704], [0.4841, 2.8545, -1.1294], [-3.5401, -0.0347, -1.4645], [-2.4655, 0.4100, -0.1237], [3.6710, -0.9598, -0.8666], [2.5606, -0.6714, 0.4506], [-0.7139, 0.3031, 1.8726], [-1.7052, -1.5563, 2.9778], [-1.5569, -3.9279, 1.9642], [-0.6006, -4.0802, -0.4083], [0.0059, -2.0546, -1.5482], [-0.7606, 1.8592, 0.5956], [2.2019, 2.1585, 0.2283], [1.5050, 1.0121, 1.3073], [1.3059, 2.8802, 1.5521], [1.3369, 2.6032, -1.6908], [0.5194, 3.7712, -0.6168], [-0.3267, 2.9900, -1.7717]], "forces_ev_per_a": [[-1.749, -0.129, -0.885], [-1.104, -0.074, 2.043], [0.221, -1.592, -0.035], [-0.142, -0.257, 1.190], [-3.628, 1.993, 0.253], [0.523, 1.013, -1.457], [-0.352, 3.858, 2.254], [0.877, -0.800, -1.299], [0.919, 0.993, -1.603], [-0.161, 0.784, -1.593], [-0.461, 0.798, 3.625], [6.190, -0.949, -1.886], [-2.894, 0.436, 4.347], [-3.566, -0.038, 1.152], [1.419, 0.595, -0.378], [0.576, -0.190, -0.376], [3.507, -1.252, -1.179], [-0.329, -0.282, 0.172], [0.031, -2.407, -1.188], [-0.509, -0.120, 1.253], [-0.658, -1.257, 0.969], [-0.252, -0.789, 0.819], [0.581, -1.015, -2.142], [-1.805, 0.858, 0.327], [1.972, 0.281, -1.679], [0.293, 0.363, 0.489], [-0.175, -2.256, -1.630], [1.141, -0.356, -0.256], [0.809, 1.438, 0.468], [-1.274, 0.354, -1.775]], "relative_energy_kcal_mol": 35.1, "e_tot_ha": -1149.37919, "homo_lumo_gap_ha": 0.301, "e_homo_ev": -8.4985, "largest_force_ev_per_a": 6.5, "lumo_ev": -0.295}